# 1
DFT (ωB97M-V with the def2-TZVPD basis set) results for a cluster of 2 separate species, C5H9NS2 in total at a distorted geometry.

Total charge = 0
Orbital gap = 7.73 eV
Energy above the lowest of the compared OMol25 structures with the same formula, charge and spin = 85.19 kcal per mole

Atoms and positions in Å:
C 0.87904 0.91653 -1.30231
C -2.15299 -1.49338 -0.82301
C 1.32975 2.04982 -0.98210
C -1.42207 -2.50258 -0.03943
C 2.48280 2.78834 -1.66389
N -2.23805 -0.27691 -0.24599
S 0.49063 -0.48209 -1.88219
S -1.72386 0.43701 1.13954
H -2.57081 -1.40290 -1.80170
H 1.02078 2.44347 -0.08490
H -1.49705 -3.60772 -0.36320
H -1.56716 -2.43978 1.03013
H -0.34480 -2.25528 -0.38505
H 2.01647 3.67914 -2.21692
H 3.01984 2.24936 -2.41411
H 3.10253 3.39373 -0.92232
H -2.80839 0.34332 -0.75572

Mulliken population analysis, charges in e, atoms 1 to 2:
1. C -0.1438
2. C -0.2001

---

# 2
DFT (ωB97M-V with the def2-TZVPD basis set) results for the molecule C7H10O2 at a distorted geometry.

Total charge = 0
Orbital gap = 9.75 eV
Energy above the lowest of the compared OMol25 structures with the same formula, charge and spin = 44.48 kcal per mole

Atoms and positions in Å:
C 1.43319 0.75514 -1.99275
C 0.82329 -0.39982 -1.16102
C -0.73317 -0.17598 -0.91861
C -0.89127 0.40110 0.48793
C -1.30501 -0.31222 2.54413
C 0.35881 -0.09606 1.15241
C 1.21913 -0.65125 0.25309
H 2.53679 0.68970 -2.23715
H 1.27939 1.66891 -1.48179
H 0.98618 0.97792 -2.95403
H 0.87111 -1.37355 -1.74602
H -1.29128 -1.12486 -1.00563
H -1.28145 0.42778 -1.65874
H -0.94756 1.54956 0.44508
H -1.47602 0.66085 2.93973
H -1.78748 -1.11497 3.13390
H 2.07141 -1.20183 0.49680
O -1.89530 -0.18308 1.26955
O 0.02924 -0.49734 2.43312

Mulliken population analysis, charges in e, atoms 1 to 2:
1. C -1.3881
2. C 0.4746

---

# 3
DFT (ωB97M-V with the def2-TZVPD basis set) results for a cluster of 2 separate species, C5H12Si in total at a distorted geometry.

Total charge = 0
Orbital gap (alpha / beta) = 7.23 / 8.39 eV
Energy above the lowest of the compared OMol25 structures with the same formula, charge and spin = 108.19 kcal per mole

Atoms and positions in Å:
C 3.20699 0.24504 0.41331
C 2.62498 0.73687 -0.62043
C -2.48832 0.82413 0.56112
C -0.17603 -2.09330 0.04534
C -1.16438 1.18163 -0.05457
Si -0.39349 -0.41627 -0.92898
H 4.09609 0.68735 0.75842
H 2.79811 -0.51225 0.96904
H 2.96992 1.42644 -1.24409
H -2.95818 1.68907 0.92806
H -3.26820 0.47740 -0.17346
H -2.42333 -0.06345 1.27162
H 0.67183 -1.83953 0.71650
H -1.04762 -2.45719 0.60991
H 0.13174 -2.69933 -0.78305
H -0.38273 1.55614 0.60173
H -1.22294 2.01595 -0.88414
H -0.97442 -0.75870 -2.18634

Mulliken population analysis, charges in e, atoms 1 to 2:
1. C -0.4867
2. C -0.4586

---

# 4
DFT (ωB97M-V with the def2-TZVPD basis set) results for a cluster of 46 separate species, C18H111BrNO48 in total at a distorted geometry.

Total charge = +1
Orbital gap = 6.73 eV

Atoms and positions in Å:
C -2.95260 1.09594 2.41698
C -2.45499 0.81592 1.35439
C -1.97952 0.36748 -0.01576
C -0.47212 0.09321 -0.02994
C 0.11765 -0.33598 1.17295
N 1.44318 -0.56586 1.24074
Br 2.13535 -1.15375 2.86811
C 2.28686 -0.41952 0.15309
C 3.74621 -0.71293 0.35986
C 4.92914 -0.52288 0.49281
C 1.79857 -0.01896 -1.10945
C 2.80652 0.07456 -2.29094
O 2.72741 1.26915 -3.01776
C 3.12531 2.40738 -2.24167
C 4.60514 2.36447 -1.73060
C 5.44130 3.62557 -2.11466
C 0.34991 0.25013 -1.19043
C -0.37396 0.70788 -2.52570
O -0.31680 0.05152 -3.51970
O -1.05829 1.89268 -2.44021
C -0.26716 3.02603 -2.94727
C -0.16828 4.09854 -1.80996
C 1.07625 5.03846 -1.97193
H -3.25404 1.25103 3.45343
H -2.56968 -0.53800 -0.27444
H -2.25235 1.18515 -0.71251
H -0.46419 -0.50429 2.09585
H 5.99512 -0.33236 0.63141
H 3.83204 -0.18594 -1.95454
H 2.52039 -0.73935 -2.99521
H 2.39731 2.64244 -1.42743
H 3.06200 3.27812 -2.93165
H 4.56105 2.33613 -0.61779
H 5.15120 1.44826 -2.04086
H 6.50513 3.37282 -2.30120
H 5.42780 4.39254 -1.31486
H 5.07371 4.09307 -3.05321
H -0.83772 3.50373 -3.76553
H 0.72601 2.73394 -3.33584
H -1.11385 4.67815 -1.85267
H -0.12158 3.62385 -0.81109
H 0.82189 6.10737 -1.84551
H 1.64100 4.86453 -2.90806
H 1.77868 4.80492 -1.13961
O 2.95723 -1.32726 -5.30675
H 3.32534 -0.63467 -5.87320
H 2.03323 -1.07254 -5.19627
O 7.35017 -1.26679 -1.74213
H 8.12706 -1.50779 -1.22578
H 6.86641 -2.09658 -1.83807
O -4.39293 0.39413 5.52557
H -4.08000 -0.04927 6.32293
H -5.20204 -0.08260 5.29447
O -1.70336 4.02314 0.94683
H -1.32563 3.57270 1.71027
H -2.50167 3.51627 0.75003
O -5.62234 -2.25565 3.71436
H -6.31587 -2.27903 3.04243
H -4.97705 -1.63195 3.36248
O -0.38801 4.95201 -5.80146
H -0.38320 4.46707 -6.63309
H -1.28528 4.83693 -5.46007
O 0.78588 7.28469 0.43295
H 0.99258 8.16606 0.76234
H -0.12408 7.13589 0.71355
O 0.98574 -3.06080 -3.35583
H 1.59580 -3.04786 -4.10001
H 0.75004 -2.13772 -3.23708
O -0.40289 -3.30323 2.54503
H -1.11461 -3.34555 1.89028
H 0.21698 -2.66321 2.18434
O 3.20684 -4.71250 2.51511
H 3.50133 -4.82741 3.42662
H 2.53813 -4.02515 2.57261
O 4.99157 -0.96433 -7.76285
H 5.78659 -0.67771 -8.22447
H 5.28465 -1.72530 -7.24226
O -0.60634 -5.38120 4.88852
H -1.43194 -5.10013 5.31515
H -0.60084 -4.90661 4.04935
O 4.15260 -3.89594 -3.81252
H 3.36609 -4.32795 -3.45812
H 3.80037 -3.19601 -4.38194
O 5.91418 -4.04757 -6.98439
H 6.26009 -4.47913 -6.19384
H 5.10748 -4.53481 -7.18169
O -3.02896 5.09869 -4.54217
H -2.79700 5.98556 -4.24231
H -3.93905 4.98002 -4.23619
O -6.26435 1.73406 7.07306
H -5.62278 1.74304 6.34725
H -6.50275 2.66091 7.19071
O 5.78404 2.66321 -5.02042
H 5.82351 2.15586 -5.84059
H 4.86768 2.57538 -4.73658
O 4.68403 -4.01859 -0.49283
H 4.23408 -3.79071 -1.31649
H 4.05299 -3.78402 0.19753
O -2.74471 3.93744 3.70825
H -2.42276 3.81969 4.61157
H -3.43452 4.60724 3.79023
O -8.35833 1.55948 9.22550
H -7.72076 1.58177 8.49981
H -8.60531 2.48058 9.35577
O -1.13571 3.87153 6.60106
H -0.69762 4.65633 6.94779
H -0.97530 3.19748 7.27001
O 6.89983 0.28058 3.23727
H 7.24742 -0.18062 4.00908
H 6.06795 -0.16981 3.04798
O -3.29494 -5.14182 5.51775
H -3.81176 -5.65230 4.88247
H -3.95260 -4.76491 6.11196
O -4.68337 3.68706 0.96233
H -4.35482 3.56750 1.86198
H -5.37466 4.35344 1.05406
O -7.87742 -0.94461 11.25954
H -8.67536 -1.37767 11.58525
H -8.21163 -0.24007 10.69241
O -7.95844 -0.55464 4.05044
H -7.64626 -0.99879 4.84660
H -8.76557 -1.03005 3.82026
O 8.61550 2.66647 -6.85383
H 8.19330 2.88422 -7.69563
H 7.95899 2.91215 -6.19144
O -10.73949 -1.68115 10.78942
H -10.96710 -1.58211 9.85912
H -11.54722 -1.44009 11.25571
O -4.91314 6.16225 1.77094
H -4.31825 6.22873 1.01411
H -5.19242 7.07042 1.93574
O -7.57409 -4.11937 3.52924
H -6.69633 -4.32009 3.87322
H -8.13571 -4.81246 3.89245
O -2.12071 -8.13493 4.23181
H -1.66893 -7.35436 4.57698
H -1.98217 -8.80570 4.90896
O 6.59956 -6.32169 -4.72540
H 7.51074 -6.63495 -4.78716
H 6.34472 -6.51533 -3.81546
O -4.96509 3.55083 -2.75358
H -4.05695 3.25311 -2.87501
H -5.16117 3.33216 -1.83301
O 4.80686 2.37135 2.70154
H 5.69773 2.02251 2.62229
H 4.56410 2.17019 3.61116
O 6.29884 -9.26049 -5.55320
H 6.52482 -8.37004 -5.25557
H 5.37549 -9.36501 -5.30292
O 8.66665 4.45919 -9.32404
H 8.26868 5.29041 -9.04294
H 9.45243 4.37852 -8.76793
O -4.01654 0.45395 -2.73971
H -4.69959 0.42162 -3.42213
H -3.37621 1.08714 -3.08451
O -6.91844 5.73089 -3.81417
H -6.51832 5.29269 -3.05390
H -7.72791 5.23400 -3.97199
O -5.45363 -2.25437 -3.15134
H -5.01440 -1.47326 -2.79621
H -5.36249 -2.91616 -2.45813
O -1.71537 -3.06694 -0.71075
H -2.40831 -3.11074 -1.38036
H -1.08120 -2.43832 -1.07182
O -4.67223 -8.83487 2.58685
H -3.90430 -9.04938 3.13265
H -5.11286 -9.68075 2.45573
O 3.09327 -7.67460 2.73739
H 3.46089 -6.97005 2.19241
H 2.16908 -7.42633 2.84422
O 4.92730 -3.59683 4.59845
H 5.72873 -3.29897 4.15533
H 5.21307 -4.36799 5.10333
O -9.37208 2.16937 3.03861
H -8.55798 2.44790 2.60817
H -9.10813 1.40271 3.56316
O 10.69254 2.40828 -10.17807
H 10.98164 2.30149 -9.26526
H 10.01429 3.09397 -10.13633

Mulliken population analysis, charges in e, atoms 1 to 2:
1. C 0.9118
2. C -2.3983

---

# 5
DFT (ωB97M-V with the def2-TZVPD basis set) results for the molecule C6H12N2O at a distorted geometry.

Total charge = 0
Orbital gap = 7.99 eV
Energy above the lowest of the compared OMol25 structures with the same formula, charge and spin = 115.63 kcal per mole

Atoms and positions in Å:
C 0.05413 1.13295 -2.39583
C -0.11971 -0.98023 2.47489
C -1.46661 1.23766 0.37657
C 1.47006 -0.72375 0.54958
C 0.36229 -0.56636 1.13207
C -0.81812 -0.00575 -0.20327
N 2.61686 -1.06901 0.01843
O 0.34322 0.51433 -1.16553
N -1.58683 -0.94100 -0.66859
H 2.69326 -1.95247 -0.47015
H 3.18505 -0.29503 -0.31098
H -1.07762 -1.68517 -1.14125
H -0.88523 0.81490 -2.86061
H 0.85908 0.88335 -3.09577
H 0.02163 2.22382 -2.28360
H -0.39782 -0.08914 3.04331
H -1.02156 -1.58388 2.35326
H 0.61171 -1.54354 3.05415
H -0.68173 1.86309 0.80627
H -2.00088 1.80417 -0.38290
H -2.16117 0.96106 1.16996

Mulliken population analysis, charges in e, atoms 1 to 2:
1. C -0.8178
2. C -1.3748

---

# 6
DFT (ωB97M-V with the def2-TZVPD basis set) results for the ion C6H6N3O with charge +1 at a distorted geometry.

Total charge = +1
Orbital gap (alpha / beta) = 6.49 / 6.83 eV
Energy above the lowest of the compared OMol25 structures with the same formula, charge and spin = 285.54 kcal per mole

Atoms and positions in Å:
C 2.02713 -1.42215 -0.26041
C 3.08305 -1.47889 0.36578
C 0.77748 -1.87919 0.00133
C -0.40576 -1.11087 0.13405
C 0.80773 0.86094 -0.10658
C -2.66970 0.56615 -0.05069
N 2.55598 2.48678 -0.07216
N 1.69182 1.62547 -0.00935
N -0.33268 0.16316 0.04063
O -1.38020 1.00291 0.17535
H 0.60274 -3.01809 -0.04213
H -1.36399 -1.56543 0.01884
H -3.18215 1.40782 -0.41835
H -3.05095 0.08840 0.75734
H -2.56721 -0.04129 -0.94670
H 3.40669 2.31428 0.41305

Mulliken population analysis, charges in e, atoms 1 to 2:
1. C -0.2005
2. C -0.2734

---

# 7
DFT (ωB97M-V with the def2-TZVPD basis set) results for a cluster of 3 separate species, C24H57BN3O13P2 in total at a distorted geometry.

Total charge = +1
Orbital gap = 5.91 eV

Atoms and positions in Å:
C 2.43067 7.58949 -5.32921
C 2.69392 7.17386 -6.89526
C 2.77406 5.53814 -7.09764
C 4.14991 4.84580 -6.54660
N 3.95564 3.77906 -5.48056
C 4.57333 4.12015 -4.10705
C 3.59410 5.06249 -3.17631
C 3.30973 2.55493 -5.70227
N 3.16399 1.46583 -4.66718
C 2.18038 1.79600 -3.57115
C 1.35126 0.47799 -3.00664
O -0.07298 0.45868 -3.36832
C -0.69009 1.52478 -2.51054
O -2.01443 1.72348 -2.43760
N 2.79835 2.29697 -7.09728
O 3.38506 1.15716 -7.54068
B 1.30170 2.14294 -7.19257
O 0.30117 2.29166 -6.12305
O 0.75753 1.82013 -8.55994
C 0.80674 3.04389 -9.38305
C -0.50371 4.02294 -9.23958
H 1.52126 6.95959 -4.93006
H 3.39848 7.45056 -4.67866
H 2.08930 8.73142 -5.33193
H 1.73798 7.53895 -7.50867
H 3.62227 7.70805 -7.39162
H 1.79732 5.07014 -6.65242
H 2.76291 5.36405 -8.27828
H 4.83588 4.37377 -7.39896
H 4.80937 5.73120 -6.09222
H 4.80882 3.15442 -3.46868
H 5.60806 4.66356 -4.25957
H 2.59332 5.28372 -3.74995
H 4.14975 6.09022 -2.97769
H 3.37337 4.59094 -2.10249
H 4.08748 1.13088 -4.30680
H 1.46344 2.71715 -3.82699
H 2.82984 2.18101 -2.64666
H 1.92472 -0.52358 -3.29682
H 1.40795 0.52213 -1.81739
H -0.02490 2.27414 -1.86004
H 4.29686 1.05328 -7.11715
H -0.38309 2.99552 -6.32236
H 0.86003 2.68032 -10.51738
H 1.82771 3.61581 -9.18460
H -0.58419 4.50619 -8.16531
H -0.32793 4.91791 -10.00658
H -1.49408 3.49551 -9.57817
O -0.72064 -0.19726 2.22857
P -2.23489 -0.51674 2.17806
O -2.66661 1.06320 2.36241
C -2.54024 1.92189 1.24171
C -3.43934 1.50098 0.09247
O -2.25633 -1.02027 3.77101
C -1.12575 -1.73694 4.26241
C -0.21141 -0.80506 5.04606
O -3.92672 -0.87369 2.12163
C -4.82899 -0.58558 3.19526
C -5.23474 0.86925 3.34924
H -1.49617 1.96357 0.92175
H -2.82414 2.92693 1.57197
H -3.13721 0.52665 -0.30403
H -3.39188 2.23288 -0.72360
H -4.47609 1.40867 0.41195
H -0.58719 -2.22773 3.44367
H -1.48506 -2.53493 4.91951
H -0.08702 0.16680 4.55664
H 0.77610 -1.25392 5.18364
H -0.63826 -0.59909 6.03119
H -4.46654 -0.98091 4.14598
H -5.73305 -1.15148 2.96763
H -4.43322 1.47217 3.80203
H -6.09597 0.96655 4.01333
H -5.48824 1.32793 2.38893
O 0.17615 -5.35575 7.31340
P -0.52156 -6.67100 6.88814
O -1.90023 -6.31413 7.71790
C -2.78225 -5.35486 7.16012
C -3.34803 -5.80435 5.82440
O 0.29742 -7.56337 8.03899
C 1.65627 -7.22457 8.30737
C 1.74764 -6.37042 9.56459
O -1.30110 -8.14051 6.41300
C -1.75284 -9.12958 7.34438
C -3.03186 -8.80112 8.09342
H -2.27125 -4.39400 7.06096
H -3.60348 -5.21950 7.87218
H -2.55756 -5.88435 5.07169
H -4.09630 -5.08884 5.46101
H -3.81725 -6.78386 5.90070
H 2.11064 -6.71836 7.44798
H 2.21823 -8.15221 8.45353
H 0.96263 -5.60802 9.60943
H 2.71934 -5.87298 9.62725
H 1.61993 -6.99368 10.45360
H -0.96596 -9.41568 8.04473
H -1.94860 -10.01856 6.74373
H -2.86087 -8.06336 8.89181
H -3.43550 -9.68844 8.58531
H -3.80224 -8.39557 7.43092

Mulliken population analysis, charges in e, atoms 1 to 2:
1. C -0.6794
2. C -0.8164

---

# 8
DFT (ωB97M-V with the def2-TZVPD basis set) results for a structure of composition C28H25HfN5O2S2 at a distorted geometry.

Total charge = +2
Orbital gap = 6.66 eV
Energy above the lowest of the compared OMol25 structures with the same formula, charge and spin = 0.00 kcal per mole

Atoms and positions in Å:
Hf 0.30011 -1.33016 1.09393
C -1.46889 -3.11905 -1.10074
C -1.55470 -3.73900 0.24607
C -2.32531 -4.87948 0.42438
C -2.38038 -5.52896 1.64302
C -1.63640 -5.00563 2.71843
C -1.57673 -5.65585 3.98793
C -0.89337 -5.08211 5.04312
C -0.15312 -3.88195 4.85894
C -0.14361 -3.23949 3.63958
S 1.00549 -1.86953 3.29690
C -0.85882 -3.77623 2.51448
N -0.81670 -3.18424 1.25190
H -2.30241 -3.53559 -1.71319
H -0.53294 -3.43012 -1.58911
H -1.56241 -2.02320 -1.16522
H -3.00367 -5.13175 -0.44438
H -2.98454 -6.42699 1.71794
H -2.09125 -6.59483 4.04790
H -0.81422 -5.59100 6.01348
H 0.43537 -3.50248 5.70438
O -1.60991 -0.26574 1.15449
C -1.20194 0.55658 0.26911
N -1.79852 1.61116 -0.26148
C -0.87393 2.38339 -1.17991
C 0.41656 1.41552 -1.11587
O 1.50755 1.52657 -1.64400
N 0.07832 0.44072 -0.20680
C -0.41176 3.71344 -0.59763
C 0.36891 4.50093 -1.41092
C 0.84980 5.69943 -0.89437
C 0.46826 6.10216 0.38602
C -0.26326 5.30197 1.22252
C -0.75370 4.11532 0.71571
C -1.33839 2.51897 -2.61772
C -2.23519 3.55395 -2.96997
C -2.89270 3.52324 -4.17330
C -2.79818 2.44217 -5.05157
C -1.89119 1.44040 -4.71014
C -1.17069 1.45843 -3.52567
H -2.73406 1.85707 -0.08020
H 0.59043 4.12236 -2.42209
H 1.50465 6.29282 -1.52465
H 0.90246 7.01322 0.74413
H -0.42960 5.55763 2.24962
H -1.49675 3.51913 1.25792
H -2.48640 4.32962 -2.28205
H -3.51188 4.36147 -4.50944
H -3.45392 2.32399 -5.95731
H -1.82844 0.54811 -5.38853
H -0.46358 0.67379 -3.27261
S 2.24881 -2.44121 -0.23092
C 3.51886 -1.33077 0.15005
N 4.61049 -1.64224 0.95573
C 5.54953 -0.51271 1.02064
C 4.84145 0.58756 0.25621
N 3.58685 -0.06669 -0.26606
H 4.75902 -2.50752 1.48676
H 6.57450 -0.89392 0.70140
H 5.74290 -0.18893 2.07281
H 5.42822 1.01726 -0.58766
H 4.55937 1.46019 0.88519
H 2.89557 0.40878 -0.83720

Mulliken population analysis, charges in e, atoms 1 to 2:
1. Hf 0.4123
2. C -1.5003

---

| no. | total energy (a.u.) |
| --- | --- |
| 1 | -1046.912553 |
| 2 | -423.129044 |
| 3 | -487.003447 |
| 4 | -6992.250874 |
| 5 | -420.399623 |
| 6 | -471.039643 |
| 7 | -2797.950866 |
| 8 | -2350.310613 |